This record from the OMol25 dataset describes 2 unconnected molecules or ions with the total composition C4H9NO4S2 at a distorted geometry. The level of theory is ωB97M-V/def2-TZVPD.

CARTESIAN COORDINATES (ANGSTROEM)
C  -1.95108  -0.40061  0.25944
C  -1.28582  -0.85514  1.50304
C  -2.47890  -1.13878  -0.69428
C  2.38764  0.74580  -1.58142
N  1.06710  1.06629  0.82780
O  -3.02738  1.77687  1.19302
O  -2.49137  1.74170  -1.22346
O  3.27669  -0.06406  0.75164
O  3.23344  2.35974  0.30846
S  -1.96346  1.48707  0.16211
S  2.49894  1.07645  0.24936
H  -0.26100  -0.47062  1.47630
H  -1.78552  -0.39042  2.35429
H  -1.29018  -1.94409  1.62332
H  -2.91791  -0.66037  -1.55678
H  0.60862  1.91555  0.55000
H  -2.50565  -2.23049  -0.67925
H  3.35730  0.93591  -2.02681
H  2.09392  -0.28862  -1.70076
H  1.63312  1.40824  -1.98452

Forces on the atoms, in the same order (eV/Å):
0.2 0.7 0.2
0.1 -0.2 0.1
-0.2 -0.3 -0.4
0.1 0.2 1.1
1.2 -0.4 0.0
0.2 -0.1 0.1
0.1 -0.1 0.0
-0.2 0.2 -0.1
-0.4 -0.3 -0.2
-1.1 -0.2 -0.4
0.5 -0.1 -0.4
0.0 -0.1 0.1
0.0 0.0 0.1
0.0 0.0 0.0
0.0 0.2 -0.2
-0.4 0.4 -0.1
0.1 0.1 0.2
0.2 0.0 -0.1
-0.1 -0.2 0.0
-0.2 0.1 -0.1

Results
Gap between HOMO and LUMO: 6.4 eV
LUMO level: 0.2188 Eh
Total charge: -2
Calculated total energy: -35643.01960 eV
2S+1: 1
Highest occupied orbital energy: -0.410 eV